Here is a 6-piece molecular cluster, C39H89ClIN4O26P6S overall from the Open Molecules 2025 dataset. Energies are from ωB97M-V with the def2-TZVPD basis set.

Each line ends with the Mulliken charge.
CARTESIAN COORDINATES (ANGSTROEM)
C  7.881  -0.192  -5.872  -0.557
H  1.356  -0.261  -4.190  0.365
O  -3.962  -1.713  2.717  -0.397
O  -6.119  -2.271  -8.314  -0.603
H  -6.620  -0.202  -9.628  0.327
H  -4.434  -2.438  3.255  0.435
H  0.769  11.139  6.166  0.256
H  0.090  1.391  5.967  0.662
H  -4.275  0.709  7.842  0.379
H  0.230  10.034  4.888  0.226
C  -8.534  -2.342  -1.697  -0.739
H  8.951  -6.551  -5.976  0.225
C  -5.725  0.023  -10.212  -0.641
H  -0.717  -0.536  4.990  0.638
H  9.804  -2.453  -4.003  0.231
N  -0.638  -4.689  -0.584  -0.625
O  6.718  -0.396  -5.097  -0.242
H  -1.500  0.481  -3.566  0.229
N  -1.975  -2.685  4.120  -0.832
C  -0.524  -0.756  1.870  0.029
H  -6.601  -1.731  -3.621  0.164
H  -1.669  -2.425  -4.888  0.252
H  1.676  -1.430  0.019  0.229
Cl  0.781  2.910  4.245  -0.214
C  7.714  0.896  -1.202  -0.803
H  8.291  0.800  -5.662  0.314
H  6.966  -3.007  -1.607  0.280
H  -0.842  -0.084  -5.246  0.391
H  -2.187  1.442  -0.036  0.620
H  -1.750  -2.321  -2.994  -0.250
H  -5.255  0.926  13.580  0.239
H  -8.588  -4.616  -1.865  0.293
C  3.630  7.473  7.861  -0.710
H  -3.014  3.489  0.933  0.115
H  -2.077  3.240  4.600  -0.219
H  -2.001  -2.420  1.160  0.372
C  0.465  10.111  5.954  -0.622
C  -0.563  0.284  4.122  -0.540
O  0.071  7.817  7.852  -0.637
P  7.026  -0.386  -3.395  0.834
O  2.352  8.013  8.125  -0.250
H  -2.153  -2.195  -9.228  0.328
H  -7.751  -2.156  -0.832  0.107
O  -3.838  -2.075  -8.042  -0.091
O  -2.625  1.037  9.038  -0.244
O  5.584  0.068  -3.144  -0.548
H  -2.697  1.805  5.808  -0.038
H  -0.034  1.108  0.464  -0.266
H  7.616  -0.247  -6.931  0.259
C  -4.637  0.628  12.728  -0.756
C  9.679  -6.132  -6.679  -0.603
H  9.291  -5.197  -7.087  0.307
O  2.513  -1.972  3.420  -0.483
C  1.922  0.467  -1.222  -0.656
H  -1.043  -2.711  3.860  0.191
H  -3.799  -0.304  -3.617  0.305
O  -0.831  -1.906  -0.496  0.046
O  7.093  -2.031  -3.410  -0.201
H  -3.994  2.601  3.790  0.248
H  -3.859  -3.512  -3.132  0.298
H  -0.430  9.886  6.538  0.323
C  1.710  -0.259  0.235  -0.783
H  -1.469  3.112  6.377  0.362
C  -2.738  0.727  0.747  -1.305
H  -0.408  0.435  -1.586  -0.413
H  -3.015  3.939  11.315  0.345
C  -0.477  1.653  4.936  -0.298
H  8.604  1.248  -1.731  0.334
O  -1.557  2.317  2.167  0.203
C  -2.560  -2.615  -8.305  -0.655
O  -3.973  2.838  9.812  -0.306
P  -4.968  -2.348  -9.323  0.886
H  4.037  7.893  6.939  0.308
H  8.715  -3.515  -3.079  -0.121
H  9.811  -6.842  -7.500  0.254
H  8.627  -0.956  -5.646  0.184
H  -3.683  0.242  13.099  0.327
C  -8.248  -3.707  -2.560  -0.524
C  -3.529  -1.359  -4.045  -0.313
H  2.738  -0.102  0.822  0.315
O  7.334  -0.376  -1.693  -0.262
H  -8.972  -3.748  -3.497  0.251
H  -1.248  5.628  1.953  0.241
C  6.332  -2.760  -2.464  -0.567
H  7.944  0.807  -0.137  0.244
N  0.226  -1.955  2.095  -0.682
H  -5.960  -0.054  -11.279  0.241
H  0.744  -1.702  -3.024  0.241
C  0.597  0.516  -2.181  0.107
O  9.757  -4.436  -4.580  -0.323
H  5.454  -2.210  -2.118  0.136
O  -4.421  1.759  11.906  -0.270
H  -3.927  -1.402  5.495  0.408
H  -6.661  -4.914  -3.665  0.295
P  1.222  7.740  6.843  1.108
H  -3.967  -1.491  -5.145  0.110
H  10.474  -3.624  -2.827  0.404
C  -5.926  -2.687  -3.662  -0.218
O  10.920  -5.964  -6.017  -0.334
C  0.531  0.323  1.168  0.718
C  -0.263  6.105  5.412  -0.670
H  5.998  -3.694  -2.924  0.283
C  -3.809  4.024  10.570  -0.676
H  -2.822  4.080  2.712  0.247
H  6.898  1.611  -1.331  0.319
O  -2.209  1.572  11.242  -0.606
H  -4.434  -2.133  -1.980  -0.048
S  -3.916  1.449  3.029  -0.125
H  4.295  7.715  8.693  0.243
C  -0.898  -3.403  -0.571  0.476
O  -2.632  -0.608  0.275  -0.232
C  1.338  -2.147  2.776  0.819
H  3.556  6.385  7.772  0.302
C  13.869  -5.011  -5.336  -0.726
H  2.802  -0.039  -1.823  0.120
H  -6.122  -4.329  -1.954  0.265
C  -4.393  -2.448  -3.115  -0.341
C  -6.452  -3.983  -10.755  -0.742
H  -1.894  -2.373  -7.474  0.080
H  -5.421  1.051  -10.001  0.258
O  -6.098  -2.621  -10.605  -0.267
N  -1.421  -0.074  2.948  1.367
H  -8.628  -1.448  -2.448  0.246
H  -9.590  -2.455  -1.153  0.316
H  -0.050  4.189  1.745  0.183
H  14.794  -5.054  -5.915  0.238
H  -1.112  4.800  0.202  0.304
H  -3.564  4.845  9.892  0.258
H  0.613  1.583  -2.716  0.323
H  -6.970  -4.340  -9.860  0.307
H  -2.726  0.072  7.236  -0.330
H  -5.838  -2.990  -4.805  0.127
C  -2.248  1.052  2.313  0.224
I  -4.905  1.182  0.411  0.069
H  -2.634  -3.703  -8.394  0.357
P  -2.620  -1.226  3.689  0.614
C  -1.909  -1.717  -3.983  -0.044
O  0.092  7.466  5.562  -0.405
H  -0.780  5.747  6.307  0.399
C  -0.932  -0.406  -4.124  -0.652
C  -3.338  0.226  8.127  -0.337
O  -4.646  -0.844  -9.911  -0.336
C  -2.268  3.494  1.829  -0.160
C  -1.792  2.444  5.441  -0.356
H  -5.556  -4.583  -10.930  0.321
P  -3.523  1.398  10.472  0.981
H  0.633  5.504  5.236  0.330
C  -6.674  -3.980  -2.927  -0.559
C  0.552  -0.602  -3.378  -0.410
H  -5.158  -0.149  12.163  0.317
O  12.827  -4.550  -6.172  -0.248
C  9.690  -3.450  -3.568  -0.344
H  -3.546  -0.744  8.586  0.445
H  14.004  -4.314  -4.504  0.321
P  11.292  -4.493  -5.376  1.017
C  -1.099  4.605  1.356  -0.844
O  1.544  9.244  6.256  -0.346
H  0.607  0.140  3.897  0.218
H  -4.753  4.262  11.072  0.253
H  1.056  1.029  1.977  0.340
O  -3.281  -0.661  5.224  -0.168
O  10.844  -3.385  -6.336  -0.616
H  13.635  -6.006  -4.952  0.305
H  2.293  1.583  -1.011  0.277
H  -7.121  -4.079  -11.614  0.241
H  -0.931  6.009  4.553  0.145
C  -1.542  -1.414  0.698  -1.066

DFT total energy	-188232.7683	eV
orbital gap	6.055	eV
energy above the lowest of the compared OMol25 structures with the same formula, charge and spin	3090.1	kJ/mol
total charge	+1

***

Here is a 15-piece molecular cluster, C39H89F16N16O35S16 overall from the Open Molecules 2025 dataset. Energies are from ωB97M-V with the def2-TZVPD basis set.

Each line ends with the Mulliken charge.
CARTESIAN COORDINATES (ANGSTROEM)
H  -3.879  6.978  -7.769  0.456
H  4.674  -3.589  5.029  -0.027
O  3.578  4.017  3.160  -0.535
C  2.261  -5.048  6.676  -0.718
C  -6.966  4.586  -6.253  -1.001
N  -5.630  5.064  -5.568  0.325
H  -1.162  0.225  7.490  0.541
H  -6.368  4.537  -0.320  0.446
H  3.207  -4.624  3.376  0.389
O  4.226  -0.906  1.676  -0.116
O  5.331  -3.102  -0.021  -0.433
H  2.622  7.911  -2.469  0.411
N  -4.937  4.802  1.314  0.446
O  5.777  -1.045  3.579  -0.661
O  -6.508  0.525  3.310  -0.581
H  3.499  -7.192  6.113  0.585
S  -5.496  1.038  0.971  0.735
F  1.776  -1.164  7.977  -0.420
H  -3.064  -1.336  8.132  0.414
O  1.111  0.352  -2.960  -0.460
H  -0.384  -7.010  7.897  0.393
H  0.264  -5.667  5.853  0.190
C  -5.005  7.484  -5.999  -0.458
S  5.585  -0.803  2.159  0.810
C  -2.012  1.489  -0.159  1.066
H  0.664  1.771  0.216  0.441
H  3.920  -2.055  -6.314  0.181
H  -2.591  1.705  0.739  -0.590
C  2.557  -3.861  -4.277  -1.458
H  -2.346  3.761  2.068  -0.073
C  -5.408  5.025  -0.154  -0.810
H  1.127  4.293  -1.337  -0.347
N  1.605  0.128  6.108  -0.399
S  6.098  -2.852  1.166  0.880
H  -1.552  -2.794  2.365  0.611
S  2.716  -0.674  6.644  0.618
H  -5.875  4.020  -3.713  0.609
H  -6.801  6.750  -4.949  0.422
H  -5.471  6.050  -0.519  0.425
F  7.569  -3.470  0.827  -0.340
C  4.900  -2.454  -6.054  -0.404
N  -4.548  -3.667  -1.930  -0.481
H  -2.648  1.125  -0.966  0.376
H  5.743  -1.804  -6.291  0.397
F  -1.098  -8.087  0.528  -0.382
N  2.123  4.825  0.979  -0.487
H  -4.671  4.533  -0.789  0.109
O  3.373  5.383  -3.480  -0.526
H  2.600  8.081  -0.600  0.382
C  5.088  -6.552  4.865  -0.654
H  1.191  7.557  -1.663  0.162
H  -5.606  6.802  -7.863  0.272
O  0.984  5.327  3.269  -0.651
H  0.004  -4.268  -2.668  0.511
C  -1.195  -0.843  0.454  -0.875
H  -2.900  0.301  5.872  0.504
C  1.531  4.256  -2.348  0.766
H  -4.684  4.572  -7.467  0.374
H  -5.620  5.237  1.918  0.475
H  4.139  -5.748  -3.097  0.466
H  -1.852  5.264  2.896  0.354
C  -0.500  -3.004  2.559  -1.029
O  -3.351  6.005  -2.289  -0.255
C  -2.403  -2.166  7.881  -1.331
H  2.257  -4.908  -4.258  0.421
O  -2.869  -3.021  -3.995  -0.578
C  -4.595  5.283  -6.645  -0.634
O  -2.917  -3.937  -0.166  -0.540
H  -4.040  7.882  -5.685  0.015
H  2.114  -1.992  -3.129  0.127
S  -1.311  7.244  -4.267  1.038
F  1.268  1.525  4.098  -0.346
H  -6.801  3.604  -6.698  0.316
S  0.021  -6.971  0.805  0.960
O  1.978  -5.629  -1.343  -0.450
C  4.467  -4.795  -5.538  -0.433
H  -3.327  1.118  -4.567  0.446
H  3.875  6.386  -1.009  0.506
H  -4.882  3.839  1.612  0.189
F  0.115  5.742  1.079  -0.398
O  -0.658  -5.826  0.173  -0.237
H  1.069  -6.388  8.639  0.381
H  -1.635  -0.104  4.607  0.197
C  4.455  -4.355  5.774  -0.340
H  -1.959  -2.287  8.869  0.355
C  -5.734  6.542  -5.025  -0.091
H  -5.618  2.070  -4.850  0.402
H  1.321  -6.979  6.311  0.392
H  -2.137  -1.369  0.495  0.717
C  5.199  -3.869  -6.524  -0.735
S  -5.198  1.148  3.177  0.725
O  3.545  0.933  4.512  -0.521
O  -2.339  8.240  -3.901  -0.608
C  0.336  -3.280  -2.985  -1.295
C  -1.485  -1.753  6.757  0.493
F  5.780  0.789  2.036  -0.349
O  3.395  0.838  -4.443  -0.582
C  4.627  -4.775  -3.046  -0.929
H  -5.612  8.357  -6.238  0.406
H  2.402  -3.443  -5.272  0.645
O  0.219  3.442  1.781  -0.192
C  0.283  -6.148  7.923  -1.433
N  2.917  6.201  -1.268  0.520
F  -1.526  7.164  -5.883  -0.315
H  5.814  -2.741  -4.086  0.481
O  -0.860  0.285  -4.467  -0.686
S  -1.905  5.790  -2.496  0.075
O  0.034  7.806  -4.236  -0.627
N  -1.445  5.607  -3.989  0.134
H  5.704  -4.906  -3.144  0.539
C  2.397  -4.678  4.104  -0.826
S  -3.552  -2.564  -2.752  1.040
N  0.028  -1.399  0.777  1.077
O  -2.632  -5.336  -2.239  -0.585
H  3.632  -5.121  -6.158  0.268
F  3.524  -7.230  -0.272  -0.351
H  5.161  -6.374  3.792  0.228
H  -2.930  -3.116  7.793  0.378
C  -1.871  0.421  5.532  -0.924
F  4.437  3.998  0.867  -0.385
H  0.703  4.383  -3.045  0.150
C  -3.531  5.448  1.527  0.596
N  3.162  -5.129  5.414  1.161
H  -5.204  6.587  -4.073  -0.015
H  -3.766  1.862  -2.979  0.009
F  -5.269  2.281  4.273  -0.315
N  6.647  -1.274  1.377  -0.496
F  -4.803  -1.748  -3.326  -0.334
H  2.585  5.746  -0.429  0.279
C  3.627  -6.584  5.218  -0.852
H  -0.244  -3.415  0.382  0.030
F  -1.860  4.154  -2.194  -0.062
H  3.071  -7.028  4.392  0.289
C  2.268  7.562  -1.499  -0.701
F  -4.986  1.699  -0.428  -0.206
C  2.655  5.303  -2.477  -0.167
C  5.571  -5.395  5.616  -0.750
H  1.655  -5.405  3.775  0.263
H  2.923  -5.171  7.533  0.629
O  -0.004  -7.028  2.253  -0.669
O  -1.108  -2.597  5.936  -0.298
N  1.097  -7.647  0.087  -0.522
S  2.239  0.273  4.565  0.694
H  -4.177  4.589  -4.059  -0.410
H  -4.493  2.731  -5.951  0.436
H  4.846  -4.041  -7.541  0.403
C  4.827  -2.642  -4.538  -0.640
C  0.317  0.751  0.291  -0.247
H  -0.017  -3.091  -3.999  0.622
H  1.268  -2.928  1.290  0.425
H  4.472  -3.896  6.762  0.425
H  2.335  -3.311  -2.096  -0.088
H  -3.624  5.194  -6.158  0.402
S  2.166  -6.341  -0.095  1.014
C  -4.752  6.651  -7.203  -0.738
O  2.900  -1.927  5.913  -0.295
O  -6.936  0.989  0.753  -0.660
H  -3.341  4.474  3.430  0.477
C  1.919  -3.063  -3.073  0.717
H  -7.191  5.335  -7.012  0.400
O  2.809  2.350  1.419  -0.333
F  -4.469  -5.551  -0.827  -0.428
O  1.849  -0.098  -6.158  -0.598
O  1.962  -0.809  3.558  -0.114
S  1.022  4.648  1.956  0.523
O  -4.009  0.434  3.589  -0.354
F  2.862  2.115  -6.296  -0.293
O  -2.889  -1.504  -1.977  -0.153
O  -4.725  -0.139  0.827  -0.437
H  -0.142  -2.675  -2.215  -0.242
N  -4.982  2.113  1.850  -0.432
H  -0.232  -5.221  8.178  0.252
C  0.959  -0.376  0.643  -0.842
O  -3.164  6.354  0.846  -0.387
S  2.236  1.018  -5.324  1.084
H  -0.097  -0.049  6.569  0.097
H  4.303  -4.274  -2.133  0.063
C  -2.700  4.662  2.569  -0.702
O  2.550  -5.580  1.111  -0.381
H  5.121  -5.595  -5.190  0.317
N  0.993  2.037  -4.834  -0.289
C  1.000  -5.977  6.595  -0.114
C  -4.727  2.697  -4.887  -0.902
S  0.275  1.061  -3.927  1.067
F  -0.589  2.084  -2.966  -0.204
N  -1.028  0.468  0.209  0.759
H  1.964  -4.000  6.709  0.077
H  4.328  -1.859  -3.967  0.252
H  -2.680  2.705  -4.053  -0.093
N  -1.083  -0.264  6.610  0.401
H  2.025  -3.663  4.242  0.013
H  2.011  -0.517  0.845  0.957
H  -1.469  2.414  -0.352  -0.808
H  -7.618  4.572  -5.380  0.367
O  -0.894  6.195  -1.517  -0.262
H  5.898  -5.739  6.597  0.397
H  -0.303  -4.009  2.931  0.309
H  5.671  -7.420  5.174  0.422
O  3.887  -0.051  7.254  -0.634
H  6.535  -5.041  5.249  0.389
C  -5.065  4.085  -4.440  0.027
H  1.946  3.247  -2.363  0.124
C  -3.545  2.042  -4.031  -0.489
H  -0.083  -2.372  3.343  -0.153
S  3.096  3.765  1.811  0.903
S  -3.440  -4.435  -1.429  1.125
N  4.119  -3.989  -4.227  0.591
C  0.196  -2.785  1.155  -0.195
H  6.252  -4.152  -6.540  0.307
H  -1.431  1.418  5.513  0.459
O  5.701  -3.648  2.346  -0.518

DFT total energy	-354209.0415	eV
orbital gap (spin up / spin down)	7.408 / 3.346	eV
spin multiplicity	2

***

- Number 1 is which compound?
  C39H89ClIN4O26P6S